# 1
{
  "formula": "C2HNO",
  "method": "the ωB97M-V functional and the def2-TZVPD basis",
  "homo_ha": -0.4227,
  "energy_ha": -206.698789,
  "gap_ev": 10.0,
  "species": ["O", "N", "C", "C", "H"],
  "xyz": [[-1.53301, 0.05563, -0.16700], [1.34761, 0.85411, -1.29670], [0.73812, 0.13758, -0.42718], [-0.44081, -0.32275, 0.39885], [-0.11192, -0.72456, 1.49203]]
}



# 2
{
  "formula": "C2HNO2",
  "method": "the ωB97M-V functional and the def2-TZVPD basis",
  "homo_ha": -0.4358,
  "energy_ha": -282.007262,
  "gap_ev": 11.6,
  "species": ["O", "O", "N", "C", "C", "H"],
  "xyz": [[-0.73901, 1.54068, -0.01131], [-1.23642, -0.73413, -0.01382], [2.01622, 0.12374, -0.08166], [-0.48155, 0.37298, -0.01229], [0.89345, 0.11508, 0.16657], [-0.45269, -1.41835, -0.04749]]
}



# 3
{
  "formula": "C2HNO2",
  "method": "the ωB97M-V functional and the def2-TZVPD basis",
  "homo_ha": [-0.4045, -0.3782],
  "energy_ha": -281.722731,
  "gap_ev": [9.4, 7.6],
  "species": ["O", "O", "N", "C", "C", "H"],
  "xyz": [[2.19319, -1.10529, 0.03808], [2.13903, 1.09650, 0.04633], [1.78180, -0.01517, 0.13301], [-0.89841, 0.00153, -0.07986], [-2.10148, 0.04537, -0.22135], [-3.11413, -0.02295, 0.08380]]
}



# 4
{
  "formula": "C2HNO2S",
  "method": "the ωB97M-V functional and the def2-TZVPD basis",
  "homo_ha": -0.3048,
  "energy_ha": -680.034191,
  "gap_ev": 6.4,
  "species": ["S", "O", "O", "N", "C", "C", "H"],
  "xyz": [[1.63920, -0.66658, -0.65040], [1.00784, -1.62934, 0.29005], [0.38375, 1.06245, -0.46059], [-2.68361, -0.48695, 0.54048], [-1.74489, 0.19705, 0.33785], [-0.76608, 1.03195, -0.08418], [2.16379, 0.49142, 0.02679]]
}



# 5
{
  "formula": "C2HNO2S",
  "method": "the ωB97M-V functional and the def2-TZVPD basis",
  "homo_ha": [-0.1920, -0.3589],
  "energy_ha": -680.089772,
  "gap_ev": [5.7, 6.5],
  "spin_multiplicity": 3,
  "species": ["S", "O", "O", "N", "C", "C", "H"],
  "xyz": [[2.05757, 1.69574, 0.16548], [4.69815, -1.40675, 0.61420], [4.13853, 0.31406, -0.78671], [-0.49370, 0.72701, 0.38378], [0.63526, 1.07988, 0.19880], [4.42450, -0.54403, -0.08655], [-1.11769, 0.04940, 0.00281]]
}



# 6
{
  "formula": "C2HNO3",
  "method": "the ωB97M-V functional and the def2-TZVPD basis",
  "homo_ha": -0.3863,
  "energy_ha": -357.154663,
  "gap_ev": 10.9,
  "species": ["O", "O", "O", "N", "C", "C", "H"],
  "xyz": [[-2.22734, 1.32553, -0.06042], [-1.24486, -0.83188, 0.09883], [1.77386, -1.38616, -0.02057], [-0.02374, 0.11172, 0.01950], [-1.56379, 0.38953, 0.03128], [1.36880, -0.27533, -0.03152], [1.91707, 0.66659, -0.03709]]
}



# 7
{
  "formula": "C2HNO5S",
  "method": "the ωB97M-V functional and the def2-TZVPD basis",
  "homo_ha": -0.0262,
  "energy_ha": -905.976331,
  "charge": -2,
  "gap_ev": 7.2,
  "species": ["S", "O", "O", "O", "O", "O", "N", "C", "C", "H"],
  "xyz": [[-0.30279, -1.25625, 0.34913], [0.88269, -1.92314, 0.88992], [1.98647, 1.45750, 0.18891], [0.18888, 2.24950, 1.25034], [-1.24447, -0.88484, 1.42607], [-0.90116, -1.96618, -0.74232], [-0.46400, 0.58308, -1.48495], [0.76145, 1.49653, 0.42115], [0.03107, 0.42503, -0.33740], [-0.93814, -0.18124, -1.96085]]
}



# 8
{
  "formula": "C2HNOS",
  "method": "the ωB97M-V functional and the def2-TZVPD basis",
  "homo_ha": -0.3878,
  "energy_ha": -604.979971,
  "gap_ev": 11.3,
  "species": ["S", "O", "N", "C", "C", "H"],
  "xyz": [[1.29997, 1.87405, 1.13359], [0.59430, -0.55342, 1.99529], [0.13872, -0.73556, -1.29464], [-0.95862, -0.56850, -1.63343], [0.85949, 0.50162, 1.61148], [-1.93386, -0.51819, -1.81229]]
}



# 9
{
  "formula": "C2HNOS",
  "method": "the ωB97M-V functional and the def2-TZVPD basis",
  "homo_ha": -0.3941,
  "energy_ha": -604.873177,
  "gap_ev": 10.2,
  "species": ["S", "O", "N", "C", "C", "H"],
  "xyz": [[0.10327, 1.52949, 2.54683], [0.30129, 0.14446, -1.28174], [0.15310, -2.15524, -0.63891], [-0.30584, 0.85732, 1.29664], [0.18721, -1.01922, -0.85527], [-0.43904, 0.64319, -1.06755]]
}



# 10
{
  "formula": "C2HNaO4",
  "method": "the ωB97M-V functional and the def2-TZVPD basis",
  "homo_ha": -0.3282,
  "energy_ha": -540.099510,
  "gap_ev": 7.7,
  "species": ["Na", "O", "O", "O", "O", "C", "C", "H"],
  "xyz": [[-2.12386, 0.38762, -1.78970], [-0.73956, -1.84605, -0.49369], [0.19977, -0.12541, -1.44157], [-0.27117, 1.46959, 0.83845], [0.60941, -0.58323, 0.74051], [0.60137, 0.69205, 1.13810], [0.14975, -0.99407, -0.54918], [1.57431, 0.99949, 1.55708]]
}



# 11
{
  "formula": "C2HO5",
  "method": "the ωB97M-V functional and the def2-TZVPD basis",
  "homo_ha": -0.1586,
  "energy_ha": -452.968404,
  "charge": -1,
  "gap_ev": 8.4,
  "species": ["O", "O", "O", "O", "O", "C", "C", "H"],
  "xyz": [[-1.29961, 0.65411, -0.73967], [1.36977, -0.11050, -1.09956], [0.13864, 1.82463, 0.60775], [-0.35299, -1.53075, 0.89954], [1.66536, -0.79206, 0.20772], [-0.19200, 0.78261, 0.11361], [0.35356, -0.64034, 0.46577], [-1.68274, -0.18771, -0.45516]]
}



# 12
{
  "formula": "C2I2",
  "method": "the ωB97M-V functional and the def2-TZVPD basis",
  "homo_ha": -0.3191,
  "energy_ha": -671.276107,
  "gap_ev": 7.8,
  "species": ["I", "I", "C", "C"],
  "xyz": [[-1.03762, 0.41747, -1.55754], [0.55058, 1.85505, 0.81068], [0.83756, 0.22715, -0.20991], [-1.03764, 0.29400, 0.55372]]
}



| no. | largest force on an atom (eV Å⁻¹) |
| --- | --- |
| 1 | 10.8 |
| 2 | 3.2 |
| 3 | 1.9 |
| 4 | 3.5 |
| 5 | 4.7 |
| 6 | 3.5 |
| 7 | 3.5 |
| 8 | 5.7 |
| 9 | 3.7 |
| 10 | 5.9 |
| 11 | 1.7 |
| 12 | 5.1 |